Entry 1:
{"formula": "C36H30F6IrN8O4P2S3Se2", "method": "wB97M-V/def2-TZVPD", "total_energy_ev": -258832.834, "homo_lumo_gap_ev": [7.4, 5.6], "de_lowest_kj_mol": 20.7, "spin_multiplicity": 6, "lumo_ev": [-5.40, -7.79], "charge": 2, "symbols": ["Ir", "Se", "Se", "S", "S", "S", "P", "P", "F", "F", "F", "F", "F", "F", "O", "O", "O", "O", "N", "N", "N", "N", "N", "N", "N", "N", "C", "C", "C", "C", "C", "C", "C", "C", "C", "C", "C", "C", "C", "C", "C", "C", "C", "C", "C", "C", "C", "C", "C", "C", "C", "C", "C", "C", "C", "C", "C", "C", "C", "C", "C", "C", "H", "H", "H", "H", "H", "H", "H", "H", "H", "H", "H", "H", "H", "H", "H", "H", "H", "H", "H", "H", "H", "H", "H", "H", "H", "H", "H", "H", "H", "H"], "coordinates": [[2.338922, 1.342544, -0.515816], [2.222661, -1.049675, -1.865281], [-3.540671, -3.043418, -0.854301], [2.567547, 0.725219, 1.951510], [5.366211, 3.428124, -0.201144], [5.001480, 1.210800, -1.647983], [-3.187115, -1.542586, 0.685288], [0.427417, -1.916758, -1.052341], [6.404079, 1.668952, 1.434950], [6.405432, 0.932831, -3.792453], [7.441638, 3.572582, 1.367579], [7.154057, -0.157970, -2.067466], [5.366290, -0.837600, -3.091818], [5.528409, 3.423993, 2.371477], [4.580649, 0.354991, -0.528233], [3.956921, 3.123573, 0.114125], [5.701027, 4.775376, -0.492900], [3.826875, 1.575772, -2.460440], [-0.709759, 1.348617, 0.677112], [2.673102, 2.531018, 3.863136], [5.928082, 2.401637, -1.274045], [0.126526, 0.556718, 0.006154], [1.685665, 3.259039, 1.959676], [-1.838340, 0.719923, 0.911949], [1.061316, 2.616841, -1.904283], [1.391135, 3.127667, 0.641212], [1.038802, 2.366581, -3.212653], [-1.734317, -0.528619, 0.391229], [-1.554259, -4.322080, -3.683912], [2.087126, -3.643290, 0.321814], [2.314934, 2.261111, 2.613837], [-1.206629, -1.591419, -3.233908], [-2.712044, -1.880911, 4.674081], [-5.598555, -0.537425, 1.592402], [-3.333362, -3.588064, 2.560936], [1.307528, -5.265099, 1.920049], [0.216353, 5.271315, 0.655716], [0.774230, -3.238957, 0.105172], [-2.978729, -3.226809, 4.910371], [-4.625978, -0.484930, 0.595811], [2.348716, -4.659889, 1.231912], [-2.751098, -1.377882, 3.383307], [-0.621795, -2.529500, -2.376148], [6.268673, 2.983862, 1.350381], [-1.960402, -2.024450, -4.309683], [-0.476558, -0.627500, -0.204932], [0.770210, 4.037906, 0.018148], [0.584885, 3.298058, -4.132309], [-0.008066, -4.864213, 1.701301], [-4.791483, 0.330081, -0.529465], [0.634190, 3.803274, -1.442433], [-6.727121, 0.263171, 1.477335], [-3.287993, -4.079106, 3.859704], [-2.138917, -3.389493, -4.530111], [-5.920644, 1.120168, -0.632041], [-6.885920, 1.086223, 0.371833], [-0.273480, -3.854710, 0.792925], [0.141754, 4.519929, -3.665793], [-0.785866, -3.896941, -2.603707], [-3.060807, -2.241746, 2.328585], [0.157204, 4.772564, -2.298321], [6.087923, 0.210747, -2.739435], [-2.733087, -3.725463, -5.372003], [-5.474825, -1.183399, 2.452975], [-3.585876, -4.245508, 1.737397], [-0.183402, 5.727310, -1.918842], [-0.314304, -4.622226, -1.948912], [-2.549399, -0.329384, 3.190236], [1.593750, 4.159367, 2.394369], [-2.477818, -1.220772, 5.501393], [0.009923, 5.117859, 1.714394], [2.643709, 3.461987, 4.247795], [2.897349, -3.161311, -0.211869], [-7.773109, 1.702267, 0.284493], [3.369809, -4.979398, 1.402021], [-3.502156, -5.124287, 4.050068], [-2.410870, -1.303253, -4.982080], [-0.205088, 5.280022, -4.353561], [0.596334, 3.063678, -5.189358], [-1.297250, -3.555702, 0.615632], [1.518429, -6.055511, 2.631850], [-6.055151, 1.760277, -1.495471], [0.908139, 6.112107, 0.545609], [-0.822623, -5.340364, 2.236492], [-7.484374, 0.236997, 2.251001], [-1.683728, -5.382477, -3.869717], [-4.034327, 0.349968, -1.305923], [-1.055075, -0.531383, -3.061257], [-0.727084, 5.547063, 0.188417], [3.203144, 1.840605, 4.367707], [-2.948971, -3.611587, 5.923682], [1.399868, 1.392348, -3.524199]], "forces_ev_per_angstrom": [[-0.65, -0.53, 0.65], [-0.21, 0.40, -0.03], [-0.07, -0.09, -0.33], [0.11, 0.09, -0.32], [-0.54, 0.04, -0.15], [-0.01, 0.25, 0.13], [0.32, 0.43, 0.33], [0.05, 0.02, -0.07], [0.00, 0.04, 0.16], [0.13, -0.10, -0.09], [0.16, -0.05, 0.06], [0.16, -0.11, -0.07], [0.02, -0.31, -0.19], [0.04, -0.04, 0.19], [0.13, 0.19, -0.26], [0.53, 0.18, -0.11], [-0.02, -0.11, 0.03], [0.19, -0.09, 0.29], [-0.07, -0.29, -0.08], [0.16, -0.07, 0.13], [-0.08, -0.05, -0.04], [-0.49, 0.15, 0.09], [-0.01, -0.35, -0.20], [0.50, -0.06, -0.13], [0.41, -0.02, -0.12], [0.44, -0.26, 0.12], [-0.08, -0.14, 0.13], [-0.27, 0.28, -0.14], [0.01, 0.01, 0.00], [0.02, -0.04, 0.08], [-0.12, 0.00, -0.05], [0.05, -0.14, -0.01], [0.01, 0.03, 0.01], [-0.01, 0.05, 0.00], [-0.02, 0.05, 0.12], [-0.01, -0.02, 0.02], [0.01, 0.03, -0.06], [0.00, -0.08, 0.03], [0.02, 0.02, 0.03], [-0.05, -0.10, -0.16], [0.01, -0.04, 0.02], [0.05, -0.09, 0.01], [-0.10, -0.03, 0.02], [-0.14, 0.01, -0.22], [-0.03, 0.01, 0.03], [0.03, -0.10, 0.10], [-0.32, 0.32, -0.22], [-0.06, 0.03, -0.07], [-0.02, 0.00, -0.01], [0.00, 0.02, 0.06], [0.02, -0.07, 0.08], [0.00, -0.05, 0.02], [0.00, 0.00, -0.05], [0.00, -0.03, 0.04], [0.00, -0.01, -0.02], [0.00, 0.01, -0.02], [0.18, -0.06, 0.04], [-0.02, 0.05, -0.01], [-0.03, 0.04, 0.01], [-0.09, -0.13, -0.01], [-0.14, 0.20, -0.11], [-0.13, 0.35, 0.20], [0.05, 0.02, 0.05], [-0.01, 0.03, -0.03], [0.00, 0.01, 0.04], [0.05, -0.07, -0.03], [-0.04, 0.04, -0.05], [0.00, -0.05, 0.03], [-0.01, 0.28, 0.04], [-0.02, -0.06, -0.07], [-0.03, 0.01, -0.05], [-0.06, 0.00, 0.02], [-0.02, -0.04, 0.04], [0.06, -0.03, 0.01], [-0.06, 0.03, -0.01], [0.01, 0.07, -0.02], [0.03, -0.06, 0.05], [0.00, -0.02, 0.02], [0.00, 0.02, 0.09], [-0.02, -0.03, 0.02], [-0.02, 0.06, -0.07], [0.00, -0.04, 0.06], [-0.03, -0.05, 0.00], [0.08, 0.05, -0.04], [0.04, 0.00, -0.04], [0.01, 0.09, 0.02], [-0.03, 0.01, 0.03], [-0.01, 0.00, 0.00], [0.02, 0.00, 0.00], [0.02, -0.03, 0.04], [0.00, 0.04, -0.08], [0.03, 0.07, 0.06]]}

Entry 2:
{"formula": "C4H4O3", "method": "wB97M-V/def2-TZVPD", "total_energy_ev": -10349.322, "homo_lumo_gap_ev": [7.7, 7.7], "de_lowest_kj_mol": 568.3, "spin_multiplicity": 1, "lumo_ev": [-1.84, -1.84], "symbols": ["O", "O", "O", "C", "C", "C", "C", "H", "H", "H", "H"], "coordinates": [[0.947009, -1.266064, 1.925275], [-0.781323, -1.804948, -0.899785], [1.171199, 0.053935, -0.885911], [1.032812, 0.677524, 0.289811], [0.619094, -0.623913, 0.975141], [-1.181203, 0.228524, -0.506287], [-0.216572, -0.876142, -0.299336], [-0.086834, 1.246785, 0.251385], [-1.120956, 0.756657, -1.457748], [1.760790, 1.424099, 0.604685], [-2.144011, 0.183539, 0.002768]], "forces_ev_per_angstrom": [[-0.17, 0.35, -0.54], [0.20, 0.25, 0.14], [0.07, -0.03, -0.05], [0.07, 0.13, 0.02], [0.14, -0.27, 0.49], [0.00, -0.08, -0.04], [-0.42, -0.19, -0.16], [0.06, -0.02, 0.04], [0.04, -0.07, 0.15], [-0.13, -0.09, -0.02], [0.14, 0.01, -0.03]]}

Entry 3:
{"formula": "C3H7N3O", "method": "wB97M-V/def2-TZVPD", "total_energy_ev": -9740.298, "homo_lumo_gap_ev": 9.6, "de_lowest_kj_mol": 263.9, "spin_multiplicity": 1, "lumo_ev": 1.03, "symbols": ["O", "N", "N", "N", "C", "C", "C", "H", "H", "H", "H", "H", "H", "H"], "coordinates": [[-1.898742, -0.980039, 0.743488], [0.409039, -2.254373, 0.200967], [-2.025307, 1.107646, 0.149022], [1.637959, -0.372070, -0.772561], [-1.231089, 0.043979, 0.240880], [1.740463, 1.042313, -0.527490], [0.978220, -1.220812, -0.213512], [2.065667, 1.543870, -1.442173], [0.996871, -2.904874, 0.708632], [2.474435, 1.250845, 0.257962], [0.765077, 1.432595, -0.210311], [-1.658983, 1.950473, -0.262111], [-1.250302, -1.728257, 0.708999], [-3.003314, 1.088698, 0.418205]], "forces_ev_per_angstrom": [[0.18, 0.07, -0.10], [0.23, 0.31, -0.19], [0.07, -0.04, -0.02], [-0.40, -0.55, 0.27], [-0.47, 0.25, 0.06], [0.07, 0.19, 0.04], [0.41, -0.06, -0.17], [-0.04, -0.09, 0.13], [0.04, 0.11, 0.02], [-0.09, -0.05, -0.10], [0.18, -0.11, -0.06], [-0.11, -0.13, 0.13], [-0.07, 0.11, 0.01], [0.01, -0.02, -0.02]]}

Entry 4:
{"formula": "CHN3O4", "method": "wB97M-V/def2-TZVPD", "total_energy_ev": -13704.946, "homo_lumo_gap_ev": 9.6, "de_lowest_kj_mol": 180.7, "spin_multiplicity": 1, "lumo_ev": -1.29, "smiles": "O=NO/N=C\\[N+](=O)[O-]", "symbols": ["O", "O", "O", "O", "N", "N", "N", "C", "H"], "coordinates": [[-1.311660, 1.246018, 0.506341], [1.166530, 0.626239, 0.242786], [3.389851, 0.630855, 0.654052], [-2.887076, -0.207518, 0.039367], [0.489123, -0.336685, -0.365465], [2.553064, 0.181245, -0.051060], [-1.726419, 0.162140, 0.135114], [-0.701242, -0.665923, -0.367427], [-0.972174, -1.636372, -0.793706]], "forces_ev_per_angstrom": [[-0.97, 0.10, 0.46], [-0.86, 0.72, 0.58], [-3.38, -0.67, -1.70], [0.61, 0.15, 0.33], [2.48, -1.64, -0.58], [3.61, 0.36, 1.13], [-1.25, 1.35, 0.12], [-0.06, -0.95, -0.31], [-0.16, 0.58, -0.02]]}

What did the third record say?
{"formula": "C3H7N3O", "method": "wB97M-V/def2-TZVPD", "total_energy_ev": -9740.298, "homo_lumo_gap_ev": 9.6, "de_lowest_kj_mol": 263.9, "spin_multiplicity": 1, "lumo_ev": 1.03, "symbols": ["O", "N", "N", "N", "C", "C", "C", "H", "H", "H", "H", "H", "H", "H"], "coordinates": [[-1.898742, -0.980039, 0.743488], [0.409039, -2.254373, 0.200967], [-2.025307, 1.107646, 0.149022], [1.637959, -0.372070, -0.772561], [-1.231089, 0.043979, 0.240880], [1.740463, 1.042313, -0.527490], [0.978220, -1.220812, -0.213512], [2.065667, 1.543870, -1.442173], [0.996871, -2.904874, 0.708632], [2.474435, 1.250845, 0.257962], [0.765077, 1.432595, -0.210311], [-1.658983, 1.950473, -0.262111], [-1.250302, -1.728257, 0.708999], [-3.003314, 1.088698, 0.418205]], "forces_ev_per_angstrom": [[0.18, 0.07, -0.10], [0.23, 0.31, -0.19], [0.07, -0.04, -0.02], [-0.40, -0.55, 0.27], [-0.47, 0.25, 0.06], [0.07, 0.19, 0.04], [0.41, -0.06, -0.17], [-0.04, -0.09, 0.13], [0.04, 0.11, 0.02], [-0.09, -0.05, -0.10], [0.18, -0.11, -0.06], [-0.11, -0.13, 0.13], [-0.07, 0.11, 0.01], [0.01, -0.02, -0.02]]}